*one*
The ion C4H10NS with charge -1. Source: OMol25; level of theory: ωB97M-V/def2-TZVPD.

E_HOMO: -2.313 eV
Charge: -1
Gap between HOMO and LUMO: 6.0 eV
SMILES string: CCNCC[S-]

Atoms and positions in Å:
C -1.246 2.487 1.010
C -1.209 1.096 1.681
N 0.150 0.587 1.313
C 0.310 0.332 -0.184
C 0.125 -1.233 -0.270
S 1.105 -1.762 -1.856
H -0.395 3.296 1.078
H -1.426 2.241 -0.003
H -2.151 3.113 1.332
H -2.033 0.459 1.350
H -1.311 0.993 2.830
H 0.346 -0.298 1.616
H 1.256 0.676 -0.441
H -0.465 0.874 -0.881
H -0.947 -1.505 -0.296
H 0.526 -1.860 0.497

***

*two*
The ion C4H10NS with charge -1. Source: OMol25; level of theory: ωB97M-V/def2-TZVPD.

E_HOMO: -2.267 eV
Charge: -1
Gap between HOMO and LUMO: 5.9 eV
SMILES string: CCNCC[S-]

Atoms and positions in Å:
C -2.072 -0.400 1.251
C -0.901 0.220 0.504
N 0.330 -0.644 0.524
C 1.580 -0.106 0.006
C 1.440 0.413 -1.511
S 2.927 1.194 -2.196
H -2.044 -1.497 1.104
H -1.898 -0.076 2.288
H -3.124 -0.067 0.862
H -0.633 1.184 0.756
H -1.344 0.442 -0.496
H 0.158 -1.467 -0.134
H 2.430 -0.622 0.382
H 1.533 0.888 0.423
H 0.564 1.028 -1.592
H 1.055 -0.491 -2.170

***

Which of them is the least stable? Correct choice: *one*.

***

*one*
A cluster of 2 separate species, C3H6BrNO2S in total. Source: OMol25; level of theory: ωB97M-V/def2-TZVPD.

E_HOMO (alpha / beta): -10.931 / -8.998 eV
Gap between HOMO and LUMO (alpha / beta): 9.6 / 5.2 eV

Atoms and positions in Å:
C -0.029 -1.632 0.442
C -0.495 -1.489 -0.990
C 0.004 -0.335 -0.225
N 0.138 1.903 1.111
O -0.366 2.053 -1.373
O -2.051 1.019 0.025
S -0.657 1.332 -0.193
Br 3.457 0.392 0.219
H -0.698 -1.636 1.220
H 0.919 -2.246 0.500
H 0.039 -1.893 -1.804
H -1.593 -1.515 -1.193
H 0.884 1.250 1.364
H 0.448 2.799 0.898

***

*two*
A cluster of 2 separate species, C3H6BrNO2S in total. Source: OMol25; level of theory: ωB97M-V/def2-TZVPD.

E_HOMO (alpha / beta): -8.807 / -8.807 eV
Gap between HOMO and LUMO (alpha / beta): 8.3 / 8.3 eV
SMILES string: C/C(Br)=[N+](\[O-])O.C=S

Atoms and positions in Å:
C -1.457 -0.121 -0.588
C -0.085 0.620 -0.670
Br 1.368 -0.145 -1.647
N -0.002 1.856 -0.194
O -0.818 2.384 0.501
O 1.238 2.445 -0.751
H -1.635 -0.694 -1.412
H -1.321 -0.859 0.216
H -2.188 0.719 -0.320
H 1.281 3.362 -0.549
C 0.989 -2.356 1.305
S -0.297 -2.618 2.244
H 0.945 -2.440 0.207
H 1.982 -2.152 1.659

***

Which of them is the least stable? Correct choice: *two*.

***

*one*
A structure of composition C3H4O4. Source: OMol25; level of theory: ωB97M-V/def2-TZVPD.

E_HOMO: -9.919 eV
Gap between HOMO and LUMO: 9.3 eV

Atoms and positions in Å:
C -0.623 -0.235 -1.464
C 0.738 -0.087 0.949
C -0.389 0.897 -0.275
O 0.123 -0.050 2.151
O -0.368 -1.454 -0.985
O 1.932 0.032 0.816
O -0.860 1.938 -0.044
H 0.807 0.096 2.830
H 0.232 -1.200 -0.006
H -1.672 -0.052 -1.737
H 0.080 0.116 -2.234

***

*two*
An isolated molecule of C3H4O4. Source: OMol25; level of theory: ωB97M-V/def2-TZVPD.

E_HOMO: -10.375 eV
Gap between HOMO and LUMO: 9.9 eV
SMILES string: O=C(O)CC(=O)O

Atoms and positions in Å:
O 0.087 -1.582 -0.342
C -0.196 -0.958 0.669
O -0.640 -1.341 1.810
C 0.008 0.418 0.309
C 0.049 0.901 -1.226
O 0.278 2.018 -1.406
O -0.084 -0.005 -2.241
H -0.557 -0.556 2.620
H 1.189 0.633 0.642
H -0.630 1.346 0.820
H 0.496 -0.876 -1.654

***

Which of them is the least stable? Correct choice: *one*.

***

*one*
A structure of composition C28H31Cl2N7O4S2Sn. Source: OMol25; level of theory: ωB97M-V/def2-TZVPD.

E_HOMO: -7.471 eV
Gap between HOMO and LUMO: 6.9 eV

Atoms and positions in Å:
Sn -0.801 -0.288 -0.529
S 0.789 7.470 -2.216
N 1.225 6.135 -3.008
C 0.516 5.148 -2.497
C 0.584 3.758 -2.904
C 1.430 3.309 -3.920
C 1.454 1.970 -4.226
C 0.648 1.107 -3.487
N -0.170 1.520 -2.529
C -0.227 2.831 -2.239
C -1.167 3.265 -1.182
N -1.940 2.327 -0.614
C -2.772 2.687 0.352
C -2.880 3.998 0.818
C -2.103 4.969 0.237
C -1.231 4.608 -0.790
C -0.369 5.563 -1.459
N -0.309 6.856 -1.206
H 2.053 4.027 -4.439
H 2.092 1.583 -5.008
H 0.683 0.034 -3.642
H -3.373 1.892 0.780
H -3.564 4.227 1.625
H -2.144 6.005 0.552
O -0.431 -2.521 0.925
C -1.227 -3.671 0.617
C -1.035 -4.195 -0.785
C -0.365 -5.385 -1.040
C -0.177 -5.775 -2.356
C -0.674 -4.972 -3.370
C -1.337 -3.807 -3.020
N -1.516 -3.420 -1.759
H 0.484 -2.645 0.553
H -2.265 -3.359 0.721
H -1.012 -4.459 1.345
H 0.014 -5.985 -0.223
H 0.364 -6.685 -2.584
H -0.543 -5.243 -4.410
H -1.740 -3.144 -3.779
Cl 4.149 -1.401 -2.405
C 2.869 -2.643 -2.375
Cl 3.554 -4.244 -2.091
C 1.816 -2.225 -1.317
O 1.817 -2.782 -0.211
O 1.046 -1.313 -1.735
H 2.414 -2.642 -3.356
S -3.289 -0.740 1.312
C -2.371 -1.021 2.714
N -2.690 -2.060 3.514
C -1.774 -2.700 4.468
C -0.392 -2.104 4.312
C -0.562 -0.594 4.273
N -1.350 -0.233 3.094
H -3.476 -2.594 3.186
H -1.757 -3.773 4.277
H -2.144 -2.544 5.484
H 0.028 -2.416 3.353
H 0.267 -2.429 5.116
H 0.392 -0.081 4.216
H -1.085 -0.247 5.169
H -0.828 0.216 2.333
C 2.062 0.912 2.544
C 1.510 1.294 1.169
C 2.519 0.867 0.105
C 1.326 2.813 1.109
O 0.256 0.661 0.997
H 3.090 1.266 2.661
H 2.051 -0.176 2.653
H 1.459 1.360 3.340
H 3.450 1.431 0.202
H 2.113 1.035 -0.897
H 2.741 -0.197 0.207
H 2.237 3.330 1.421
H 0.505 3.117 1.765
H 1.085 3.123 0.088

***

*two*
A structure of composition C28H31Cl2N7O4S2Sn. Source: OMol25; level of theory: ωB97M-V/def2-TZVPD.

E_HOMO: -7.364 eV
Gap between HOMO and LUMO: 7.1 eV

Atoms and positions in Å:
Sn 0.407 -0.310 -0.260
S -5.182 -6.941 -0.365
N -5.505 -5.366 -0.226
C -4.339 -4.777 -0.031
C -4.140 -3.340 0.167
C -5.203 -2.441 0.187
C -4.943 -1.112 0.418
C -3.616 -0.726 0.617
N -2.591 -1.563 0.585
C -2.842 -2.865 0.364
C -1.681 -3.806 0.345
N -0.460 -3.277 0.488
C 0.588 -4.089 0.526
C 0.475 -5.480 0.425
C -0.771 -6.024 0.247
C -1.878 -5.176 0.195
C -3.238 -5.672 -0.008
N -3.578 -6.936 -0.187
H -6.210 -2.809 0.023
H -5.734 -0.373 0.446
H -3.380 0.319 0.813
H 1.556 -3.609 0.633
H 1.361 -6.100 0.484
H -0.920 -7.093 0.143
O 0.690 -1.256 3.078
C 1.176 -0.162 3.819
C 2.015 0.858 3.066
C 2.679 1.830 3.816
C 3.474 2.756 3.174
C 3.585 2.698 1.789
C 2.868 1.728 1.123
N 2.094 0.820 1.741
H 0.112 -0.969 2.361
H 1.806 -0.593 4.594
H 0.370 0.375 4.330
H 2.570 1.841 4.896
H 4.004 3.513 3.740
H 4.209 3.390 1.238
H 2.896 1.668 0.040
Cl 5.209 0.779 -1.532
C 4.825 -0.801 -0.786
Cl 5.457 -2.123 -1.796
C 3.332 -1.055 -0.510
O 2.476 -0.370 -1.188
O 3.108 -1.910 0.333
H 5.355 -0.839 0.153
S -0.397 -0.268 -2.915
C 0.337 1.255 -3.289
N -0.440 2.305 -3.570
C 0.067 3.672 -3.726
C 1.383 3.787 -2.985
C 2.315 2.708 -3.489
N 1.656 1.405 -3.349
H -1.421 2.148 -3.414
H -0.679 4.360 -3.332
H 0.201 3.896 -4.786
H 1.204 3.608 -1.924
H 1.818 4.777 -3.121
H 3.234 2.673 -2.910
H 2.584 2.874 -4.534
H 2.208 0.628 -2.991
C -0.413 3.897 0.464
C -0.881 2.452 0.295
C -2.154 2.423 -0.561
C -1.190 1.877 1.689
O 0.137 1.710 -0.329
H -1.110 4.474 1.080
H -0.331 4.396 -0.507
H 0.569 3.908 0.947
H -3.035 2.773 -0.011
H -2.339 1.405 -0.919
H -2.033 3.068 -1.438
H -2.034 2.384 2.165
H -0.315 1.986 2.334
H -1.431 0.806 1.621

***

Which of them is the least stable? Correct choice: *two*.

***

*one*
An isolated molecule of FH2NS. Source: OMol25; level of theory: ωB97M-V/def2-TZVPD.

E_HOMO: -9.735 eV
Gap between HOMO and LUMO: 10.3 eV
SMILES string: FNS

Atoms and positions in Å:
F -0.555 -1.254 0.867
N 0.101 -0.567 -0.137
S -0.276 1.154 0.142
H -0.262 -0.984 -1.058
H 0.992 1.651 0.186

***

*two*
An isolated molecule of FH2NS. Source: OMol25; level of theory: ωB97M-V/def2-TZVPD.

E_HOMO: -9.814 eV
Gap between HOMO and LUMO: 9.7 eV
SMILES string: FNS

Atoms and positions in Å:
F 1.618 -0.610 -0.112
N 0.705 0.418 -0.194
S -1.122 -0.401 -0.160
H 0.762 0.747 -1.164
H -0.973 -0.822 1.092

***

Which of them is the least stable? Correct choice: *two*.

***

*one*
A structure of composition C41H45ClN6O11SSiTi. Source: OMol25; level of theory: ωB97M-V/def2-TZVPD.

Spin multiplicity: 2
Expectation value of S²: 0.77
E_HOMO (alpha / beta): -4.780 / -4.565 eV
Charge: -1
Gap between HOMO and LUMO (alpha / beta): 7.1 / 6.9 eV

Atoms and positions in Å:
Ti -0.049 -0.167 1.103
O 1.580 0.450 3.138
C 2.936 0.673 2.839
C 3.299 -0.062 1.585
C 4.625 -0.396 1.332
C 4.957 -0.967 0.119
C 3.952 -1.179 -0.814
C 2.659 -0.837 -0.473
N 2.327 -0.308 0.709
H 1.268 1.173 3.697
H 3.579 0.340 3.661
H 3.119 1.738 2.662
H 5.375 -0.206 2.089
H 5.981 -1.242 -0.098
H 4.153 -1.615 -1.783
H 1.854 -0.973 -1.183
O -0.514 -0.416 -1.245
C -0.684 -1.762 -1.690
C 0.044 -2.616 -0.617
O 0.490 -3.715 -0.881
O 0.094 -2.043 0.536
C -0.095 -1.916 -3.090
C 0.199 -0.784 -3.841
C 0.677 -0.897 -5.141
C 0.861 -2.148 -5.707
C 0.556 -3.282 -4.965
C 0.076 -3.171 -3.670
C -2.166 -2.147 -1.727
C -2.648 -3.285 -1.096
C -4.001 -3.593 -1.147
C -4.884 -2.766 -1.822
C -4.405 -1.628 -2.457
C -3.054 -1.328 -2.420
H -1.262 0.170 -1.495
H 0.059 0.197 -3.406
H 0.905 -0.002 -5.707
H 1.235 -2.240 -6.720
H 0.691 -4.265 -5.399
H -0.156 -4.056 -3.097
H -1.976 -3.928 -0.543
H -4.364 -4.477 -0.637
H -5.941 -2.999 -1.846
H -5.085 -0.967 -2.979
H -2.701 -0.439 -2.928
C -1.535 -3.079 3.128
Si -0.859 -1.316 3.334
C -2.162 -0.294 4.284
C 0.535 -1.719 4.590
C 0.425 -1.515 5.965
C 1.440 -1.885 6.845
C 2.594 -2.483 6.366
C 2.722 -2.711 4.999
C 1.708 -2.331 4.134
H -1.734 -3.508 4.116
H -0.791 -3.707 2.631
H -2.448 -3.094 2.538
H -2.965 -0.934 4.658
H -2.604 0.460 3.631
H -1.731 0.242 5.133
H -0.469 -1.055 6.369
H 1.324 -1.706 7.909
H 3.385 -2.774 7.047
H 3.616 -3.187 4.610
H 1.829 -2.509 3.067
O 1.525 3.290 2.828
Cl 0.365 3.135 1.987
O -0.792 2.859 2.779
O 0.196 4.290 1.163
O 0.622 1.974 1.088
O -2.925 -1.222 1.091
C -3.088 -0.038 0.839
N -2.020 0.820 0.837
S -2.119 2.218 -0.005
O -2.186 1.868 -1.444
O -3.651 2.742 0.363
C -4.675 1.836 0.329
C -5.955 2.321 0.095
C -7.019 1.438 0.086
C -6.812 0.077 0.306
C -5.532 -0.389 0.538
C -4.450 0.487 0.554
H -6.090 3.381 -0.077
H -8.019 1.811 -0.097
H -7.648 -0.609 0.295
H -5.327 -1.437 0.710
C 1.086 3.084 -2.024
N 1.632 4.253 -2.727
C 2.629 4.874 -1.850
N 3.719 3.953 -1.502
C 3.120 2.788 -0.836
N 2.134 2.116 -1.684
C 2.801 1.702 -2.916
N 3.390 2.835 -3.645
C 2.311 3.786 -3.934
C 4.341 3.496 -2.746
H 0.340 2.598 -2.657
H 0.602 3.416 -1.107
H 2.136 5.198 -0.932
H 3.053 5.746 -2.355
H 2.633 3.116 0.082
H 3.912 2.076 -0.583
H 2.083 1.199 -3.565
H 3.599 0.997 -2.669
H 1.580 3.300 -4.585
H 2.732 4.646 -4.462
H 4.774 4.357 -3.262
H 5.142 2.793 -2.503

***

*two*
A structure of composition C41H45ClN6O11SSiTi. Source: OMol25; level of theory: ωB97M-V/def2-TZVPD.

Spin multiplicity: 2
Expectation value of S²: 0.76
E_HOMO (alpha / beta): -4.200 / -4.339 eV
Charge: -1
Gap between HOMO and LUMO (alpha / beta): 6.1 / 6.2 eV

Atoms and positions in Å:
Ti 0.335 -0.803 0.072
O -0.761 -2.255 1.301
C -0.389 -3.625 1.313
C 1.053 -3.667 0.911
C 1.761 -4.848 0.827
C 3.106 -4.796 0.527
C 3.720 -3.566 0.350
C 2.938 -2.434 0.402
N 1.624 -2.482 0.677
H -1.727 -2.142 1.324
H -1.007 -4.201 0.625
H -0.505 -4.012 2.329
H 1.256 -5.790 0.993
H 3.671 -5.710 0.404
H 4.756 -3.487 0.072
H 3.354 -1.451 0.224
O 1.449 0.326 1.146
C 0.844 0.896 2.287
C -0.621 1.173 1.874
O -1.333 1.985 2.421
O -0.983 0.384 0.898
C 1.568 2.182 2.652
C 2.081 2.433 3.915
C 2.747 3.625 4.178
C 2.904 4.574 3.183
C 2.388 4.330 1.915
C 1.724 3.145 1.657
C 0.823 -0.126 3.426
C -0.225 -0.198 4.338
C -0.222 -1.167 5.333
C 0.828 -2.067 5.433
C 1.887 -1.984 4.537
C 1.884 -1.018 3.543
H 2.399 1.110 -0.142
H 1.965 1.699 4.701
H 3.144 3.808 5.169
H 3.425 5.501 3.389
H 2.503 5.066 1.128
H 1.319 2.959 0.669
H -1.047 0.502 4.265
H -1.049 -1.218 6.031
H 0.826 -2.825 6.206
H 2.716 -2.677 4.609
H 2.701 -0.955 2.838
C -5.111 -0.190 -1.193
Si -4.054 -0.037 0.350
C -4.616 1.334 1.506
C -3.896 -1.642 1.282
C -3.595 -1.627 2.655
C -3.380 -2.802 3.363
C -3.463 -4.029 2.717
C -3.746 -4.069 1.355
C -3.951 -2.894 0.646
H -6.136 -0.502 -0.969
H -4.672 -0.908 -1.887
H -5.155 0.776 -1.700
H -5.297 0.965 2.279
H -5.139 2.101 0.931
H -3.759 1.805 1.990
H -3.514 -0.676 3.172
H -3.142 -2.758 4.418
H -3.297 -4.947 3.266
H -3.798 -5.020 0.840
H -4.135 -2.945 -0.420
O -2.705 -2.482 -2.393
Cl -1.334 -2.125 -2.202
O -0.597 -3.189 -1.577
O -0.737 -1.676 -3.404
O -1.337 -0.993 -1.202
O 2.894 1.139 -0.994
C 2.398 0.152 -1.760
N 1.374 -0.511 -1.380
S 2.968 -2.931 -2.856
O 2.787 -3.797 -4.049
O 4.356 -3.055 -2.282
C 3.252 -1.263 -3.666
C 3.858 -1.317 -4.914
C 4.363 -0.177 -5.513
C 4.292 1.048 -4.854
C 3.691 1.118 -3.614
C 3.141 -0.029 -3.025
H 3.925 -2.292 -5.384
H 4.827 -0.239 -6.491
H 4.695 1.944 -5.311
H 3.614 2.067 -3.100
C -1.423 2.860 -1.041
N -2.035 3.999 -1.740
C -0.955 4.823 -2.286
N -0.083 4.082 -3.201
C 0.475 2.939 -2.466
N -0.565 2.066 -1.923
C -1.383 1.581 -3.038
N -1.991 2.687 -3.793
C -2.809 3.469 -2.866
C -0.914 3.548 -4.285
H -2.209 2.215 -0.641
H -0.838 3.241 -0.200
H -0.353 5.207 -1.457
H -1.391 5.670 -2.823
H 1.097 3.314 -1.649
H 1.107 2.360 -3.143
H -2.173 0.944 -2.642
H -0.760 0.982 -3.705
H -3.604 2.830 -2.475
H -3.262 4.304 -3.408
H -1.352 4.384 -4.838
H -0.282 2.971 -4.962

***

Which of them is the least stable? Correct choice: *two*.